Here is a molecular structure, C23H50F3NO13P4 from the OMol25 dataset. Energies are from wB97M-V/def2-TZVPD.

XYZ file:
```
94
Properties=species:S:1:pos:R:3:forces:R:3
O -2.93531 4.40665 1.87199 -1.04 0.71 0.36
C -2.19300 3.81362 1.22574 0.77 -0.25 -0.30
N -1.35128 3.21396 0.59216 0.87 -0.47 -0.37
P -0.13937 2.54794 1.68676 -0.62 -0.26 1.56
C 1.05529 3.94901 1.89257 0.33 -0.21 -0.64
C 1.84126 3.87036 3.23451 0.00 0.52 0.10
C 1.48724 2.68746 4.06728 0.92 0.02 0.25
F 0.60136 2.90360 5.06772 -0.90 -0.14 -0.87
C 1.90490 1.42938 3.89556 -0.78 0.25 0.06
F 1.04618 0.42011 3.99061 0.77 -0.07 1.08
F 3.13368 1.05264 3.59496 -0.38 -0.08 -0.90
H 0.58142 1.53559 1.00404 -0.05 0.61 -0.71
H 0.47882 4.87284 1.85258 -0.20 -0.09 0.08
H 1.74961 4.01743 1.05496 0.05 -0.03 0.01
H 1.57997 4.76520 3.79772 0.24 -0.02 0.20
H 2.90436 3.92439 3.00833 0.09 -0.17 0.18
O -6.87595 2.23161 1.15741 1.55 -2.78 -1.34
P -6.80076 1.44393 2.41344 -2.52 4.21 4.56
O -8.36200 1.19890 2.83293 0.61 -0.37 -0.34
C -9.16879 0.33752 2.02684 -0.17 -0.19 -0.13
C -8.81307 -1.12682 2.21654 0.17 0.02 -0.02
O -6.37814 2.62474 3.46698 0.13 -0.50 -0.06
C -5.69777 3.80677 3.02813 -0.33 0.30 0.02
C -6.66876 4.96558 2.93337 -0.13 0.08 0.14
O -6.15939 0.28797 3.34167 0.40 -0.71 -2.75
C -5.97280 0.38169 4.76130 0.46 -0.24 0.78
C -7.24780 0.49570 5.56338 -0.29 0.27 -0.19
H -9.07925 0.62351 0.97511 0.01 0.05 0.03
H -10.20172 0.50797 2.32909 0.05 0.12 0.07
H -7.80700 -1.33883 1.84726 -0.04 -0.03 -0.03
H -9.51490 -1.76390 1.67705 -0.02 0.03 -0.01
H -8.83101 -1.39623 3.27224 -0.07 0.00 0.01
H -5.19271 3.63738 2.08417 -0.14 -0.09 -0.08
H -4.92776 4.03034 3.76825 -0.02 -0.15 0.07
H -7.55563 4.69696 2.36032 0.11 -0.07 -0.15
H -6.19517 5.83075 2.46669 0.02 -0.01 0.01
H -7.00929 5.25623 3.92898 0.03 0.02 0.00
H -5.27904 1.18406 5.00191 -0.12 0.16 -0.20
H -5.46800 -0.54555 5.03917 -0.04 -0.08 -0.29
H -7.72661 1.46302 5.42175 0.01 0.00 -0.04
H -7.02197 0.38780 6.62553 0.12 -0.06 -0.04
H -7.96372 -0.27446 5.27821 0.04 -0.06 0.04
O 2.71950 -2.35652 -0.44795 2.16 -1.79 -2.04
P 1.84191 -3.53717 -0.65453 -5.47 1.39 3.90
O 0.52086 -2.92851 -1.39877 0.72 -0.38 -0.24
C 0.64423 -2.44757 -2.74061 -0.01 0.08 -0.28
C 0.78243 -3.57654 -3.74653 0.13 -0.08 0.09
O 1.25431 -3.72337 0.86396 0.26 -0.37 -0.35
C 1.97847 -3.24782 2.00316 -0.11 0.32 0.11
C 1.39219 -1.94114 2.49278 -0.16 -0.16 -0.04
O 1.59427 -5.08687 -1.02589 2.43 0.90 -1.30
C 0.62655 -5.94074 -0.39520 -0.32 -0.87 0.26
C -0.81247 -5.53021 -0.60008 -0.05 0.44 0.03
H 1.49439 -1.76151 -2.81139 -0.02 0.01 0.06
H -0.25975 -1.87617 -2.94900 -0.02 0.00 0.15
H 1.72234 -4.11644 -3.60664 0.00 0.02 -0.05
H 0.76275 -3.18603 -4.76456 0.00 0.03 0.02
H -0.02377 -4.30014 -3.62995 -0.05 0.04 -0.03
H 3.03839 -3.14227 1.77693 -0.02 0.06 -0.13
H 1.89032 -4.00960 2.78078 -0.09 -0.08 -0.09
H 1.27947 -1.22325 1.68008 0.19 -0.04 -0.07
H 2.01777 -1.50343 3.26475 0.07 -0.10 0.02
H 0.39738 -2.10719 2.90951 0.01 0.01 0.04
H 0.85815 -6.06370 0.66037 0.08 0.28 0.02
H 0.77814 -6.92025 -0.85230 0.21 0.15 -0.19
H -1.05303 -4.62032 -0.05313 0.04 0.02 0.00
H -1.47240 -6.32047 -0.23888 0.11 -0.09 -0.01
H -1.02562 -5.35102 -1.65328 0.00 -0.08 -0.02
O 6.87261 0.85775 -6.43144 -2.17 -1.54 -2.17
P 6.02112 0.21147 -5.40187 2.99 1.67 5.73
O 5.36997 1.45907 -4.57108 -0.16 -0.50 -0.57
C 4.40958 2.29684 -5.21795 -0.21 0.15 -0.10
C 3.06462 1.60975 -5.37960 0.06 -0.15 -0.06
O 7.17795 -0.29084 -4.35213 -0.43 -0.21 -0.19
C 8.51901 -0.53032 -4.78364 0.24 0.24 0.06
C 9.41431 0.62896 -4.39743 0.04 0.08 0.18
O 4.98270 -0.92074 -4.91189 -0.33 0.37 -2.85
C 4.99209 -1.55074 -3.61925 -0.21 -0.73 0.62
C 4.72037 -0.62887 -2.45723 0.29 0.45 0.00
H 4.79581 2.62307 -6.18767 0.05 -0.01 0.03
H 4.29825 3.18164 -4.59173 0.13 -0.05 0.07
H 3.13481 0.76353 -6.06709 -0.03 0.04 -0.02
H 2.32358 2.30689 -5.77248 0.03 0.02 0.00
H 2.71191 1.21983 -4.42482 -0.01 0.06 0.03
H 8.55749 -0.71738 -5.85550 -0.09 0.12 -0.03
H 8.85791 -1.44143 -4.28535 -0.13 -0.01 0.06
H 8.98921 1.58173 -4.71051 -0.04 -0.07 -0.19
H 10.40402 0.52074 -4.84388 0.00 -0.02 0.00
H 9.52989 0.67218 -3.31305 0.02 -0.03 0.00
H 5.91376 -2.11027 -3.47493 0.15 0.21 -0.15
H 4.19383 -2.29589 -3.66556 -0.07 0.13 -0.28
H 5.55075 0.05432 -2.28284 0.01 0.02 -0.10
H 4.57398 -1.21293 -1.54972 -0.10 -0.14 -0.10
H 3.82723 -0.02818 -2.62997 -0.06 -0.07 0.02
```
Positions in Å, forces in eV/Å.

Values from the calculation:
- HOMO level (eV) = -8.66
- energy relative to the best compared isomer or geometry (same formula, charge and spin) (kcal per mole) = 0.0
- multiplicity = 1
- Kohn-Sham gap (eV) = 8.7577

Here is 2 unconnected molecules or ions with the total composition C2Br2I2 from the OMol25 dataset. Energies are from wB97M-V/def2-TZVPD.

XYZ file:
```
6
Properties=species:S:1:pos:R:3:forces:R:3
C 0.33964 0.45329 0.37873 0.90 1.17 3.37
C -0.19597 -0.15103 -0.49365 -0.99 -0.47 -2.39
Br 0.83911 1.17776 2.06828 -0.47 -0.86 -2.15
Br -1.02494 -0.67755 -2.05835 0.67 0.19 1.06
I -2.89421 -1.72127 1.16745 -0.47 0.43 0.19
I -1.43851 -3.87105 0.97981 0.35 -0.46 -0.06
```
Positions in Å, forces in eV/Å.

Values from the calculation:
- HOMO level (eV) = -9.27
- energy relative to the best compared isomer or geometry (same formula, charge and spin) (kcal per mole) = 31.3
- multiplicity = 1
- Kohn-Sham gap (eV) = 7.8453